ORCA calculation (wB97M-V/def2-TZVPD) on C25H33BCaF25N6O21S7 as an isolated structure at a distorted geometry.

Summary:
LUMO   4.6 eV
HOMO level   -1.319 eV

```
! wB97M-V def2-TZVPD RIJCOSX def2/J DEFGRID3
* xyz -3 1
Ca 0.49486 -0.65762 2.49212
C -0.23839 -1.06389 -4.12095
C 0.61104 -2.40357 -4.05841
N 0.10485 -3.46810 -3.19246
C 0.08818 -4.81279 -3.50877
C -0.66113 -5.49052 -2.62002
N -1.10336 -4.60354 -1.71074
C -0.68958 -3.31175 -2.05707
C -2.10866 -4.98394 -0.74290
H -0.49308 -0.64989 -3.14533
H -1.19596 -1.08207 -4.64136
H 0.26508 -0.39508 -4.81904
H 1.49571 -2.14195 -3.47788
H 0.74707 -2.82893 -5.05273
H 0.60469 -5.19145 -4.37838
H -0.85705 -6.55063 -2.55536
H -0.98928 -2.33764 -1.69972
H -3.14333 -4.96432 -1.08518
H -2.12055 -4.13224 -0.06277
H -1.84331 -5.91618 -0.24428
C -0.51415 3.47145 -0.43518
C -1.62489 3.42538 0.62307
N -2.94326 3.12008 0.04751
C -3.93716 3.99620 -0.40147
C -4.88668 3.27725 -1.07474
N -4.60822 1.91152 -0.97790
C -3.34190 1.87125 -0.40375
C -5.42077 0.82512 -1.44125
H 0.49612 3.27385 -0.07683
H -0.43158 4.34888 -1.07659
H -0.57918 2.60341 -1.09121
H -1.67847 4.34359 1.20798
H -1.30721 2.63661 1.30499
H -3.74542 5.04316 -0.21838
H -5.73150 3.46981 -1.71940
H -2.65076 1.04461 -0.33028
H -4.80941 -0.07272 -1.35066
H -5.62217 0.89131 -2.51043
H -6.42836 0.85700 -1.02669
C 2.86447 0.59024 -2.95697
C 3.06623 1.71190 -1.92050
N 4.40881 1.57133 -1.38815
C 5.53503 2.00484 -1.93542
C 6.65160 1.54361 -1.13622
N 6.10478 1.08047 0.01070
C 4.71617 0.97065 -0.17451
C 6.88542 0.58686 1.19336
H 3.63941 0.40823 -3.70159
H 1.94628 0.80577 -3.50338
H 2.71332 -0.34220 -2.41310
H 2.21579 1.60304 -1.24745
H 2.94160 2.75983 -2.19327
H 5.33533 2.48973 -2.87957
H 7.72663 1.61239 -1.21358
H 4.01689 0.55774 0.53748
H 6.33829 -0.28380 1.55487
H 7.00759 1.27802 2.02732
H 7.80873 0.34646 0.66630
B 0.22473 -0.27077 -0.06782
F 0.60188 -0.38889 -1.32203
F -0.93736 0.21729 0.23618
F 0.16393 -1.55464 0.44798
F 1.25540 0.43171 0.59406
C 3.12859 -3.40024 -0.42956
F 1.88031 -3.83884 -0.65382
F 3.95242 -4.37114 -0.62465
F 3.36964 -2.38837 -1.24422
S 3.30820 -2.71400 1.37032
O 2.98739 -3.80356 2.31054
O 4.73968 -2.56936 1.46641
O 2.42258 -1.52814 1.43788
C -4.23999 -1.16349 1.93380
F -3.72494 -1.71567 0.79444
F -5.11198 -0.15249 1.76029
F -4.81252 -2.20135 2.56917
S -2.82119 -0.44321 3.03447
O -1.76346 -1.33618 2.68292
O -2.64227 0.90753 2.47091
O -3.36572 -0.58558 4.40420
C -6.37357 -2.90688 -2.58839
F -7.08119 -1.83706 -2.84740
F -5.99657 -2.94438 -1.30696
F -7.02684 -3.97426 -2.98279
S -4.59432 -2.90744 -3.60492
O -4.08850 -4.21220 -3.29506
O -4.94673 -2.80520 -5.08190
O -3.68542 -1.91371 -3.09168
C 0.79181 -3.49710 6.77612
F 0.20536 -4.45169 5.98367
F 0.44545 -3.41080 8.01341
F 2.10988 -3.53408 6.55470
S 0.32911 -1.76758 5.90713
O 1.18289 -0.74774 6.56019
O 0.59795 -1.88354 4.45957
O -1.08153 -1.49893 6.17895
C 3.36286 2.96266 3.53166
F 4.57496 3.50983 3.51066
F 2.64637 3.47484 4.50155
F 2.79393 3.26035 2.31560
S 3.38668 0.99626 3.75231
O 4.60585 0.50338 3.10995
O 3.35016 0.84610 5.19387
O 2.14063 0.56367 3.19268
C -0.11318 3.51859 -4.04560
F 1.08012 3.24747 -3.41221
F 0.07027 2.93637 -5.21303
F -1.24397 2.89519 -3.42778
S -0.31579 5.32635 -4.38692
O -1.49593 5.58143 -5.19612
O -0.41592 6.08199 -3.14988
O 0.93920 5.69592 -5.09999
C -0.86294 3.48344 4.45268
F -1.24713 4.39754 5.37814
F -1.91793 3.49871 3.63744
F 0.27238 3.86514 3.82698
S -0.58827 1.73422 5.14901
O -0.32123 0.84237 3.97909
O 0.56534 1.92684 6.02561
O -1.79473 1.36656 5.87431
*
```